Arrangement w

15
Properties=species:S:1:pos:R:3 method="wB97M-V/def2-TZVPD" homo_lumo_gap_ev=8.5 smiles="O=[N+]1CC12CCC2" spin_multiplicity=1 total_charge=+1 lumo_energy_ha=-0.2682
O 2.84 -1.03 -0.10
N 2.07 -0.12 0.09
C 1.88 1.25 -0.08
C 0.76 0.31 0.14
C -0.07 -0.35 -1.05
C -0.90 -1.03 0.02
C -0.33 -0.15 1.08
H 1.94 1.77 -1.16
H 2.42 1.78 0.70
H 0.64 -0.94 -1.73
H -0.54 0.43 -1.70
H -2.00 -1.06 -0.12
H -0.75 -2.14 0.45
H -0.97 0.64 1.30
H 0.09 -0.68 1.92

=====

Arrangement x

15
Properties=species:S:1:pos:R:3 method="wB97M-V/def2-TZVPD" homo_lumo_gap_ev="9.6 / 9.6" smiles="CC[C@@]12C[C@@H]1[N+]2=O" spin_multiplicity=1 total_charge=+1 lumo_energy_ha="-0.2069 / -0.2069"
C 0.57 0.98 1.35
C 0.59 0.89 -0.14
C -0.01 -0.31 -0.60
C -1.19 -1.06 -0.13
C -1.27 -1.03 -1.65
N 0.06 -1.02 -1.96
O 0.91 -1.00 -2.82
H 0.67 0.05 1.85
H -0.37 1.25 1.77
H 1.35 1.63 1.68
H 1.72 0.92 -0.49
H 0.12 1.78 -0.67
H -1.81 -0.55 0.44
H -1.19 -2.09 0.26
H -2.04 -0.98 -2.41

=====

Most stable one: arrangement x, least stable one: arrangement w.

=====

Arrangement w

15
Properties=species:S:1:pos:R:3 method="wB97M-V/def2-TZVPD" homo_lumo_gap_ev="6.7 / 5.5" spin_multiplicity=1 total_charge=+1 lumo_energy_ha="-0.2260 / -0.2539"
C -1.49 0.12 -0.02
C -0.64 0.93 0.16
C 1.83 -0.89 0.38
C 2.27 0.07 -0.59
C -2.45 -0.92 -0.14
N 0.12 1.97 0.24
O 1.30 -0.72 -0.97
H 2.38 -1.83 0.67
H 1.30 -0.53 1.30
H 2.52 1.05 -0.83
H -2.59 -1.03 -1.25
H -2.10 -2.03 0.20
H -3.44 -0.76 0.32
H 0.61 2.26 1.17
H 0.38 2.30 -0.65

=====

Arrangement x

15
Properties=species:S:1:pos:R:3 method="wB97M-V/def2-TZVPD" homo_lumo_gap_ev=9.4 smiles="C/C=C/C[N+]#CO" spin_multiplicity=1 total_charge=+1 lumo_energy_ha=-0.1448
C -2.95 -0.53 0.02
C -1.81 0.34 0.10
C -0.53 -0.12 0.05
C 0.72 0.77 -0.10
N 2.31 0.28 0.20
C 3.43 0.01 0.08
O 4.63 -0.33 -0.15
H -3.71 -0.24 0.73
H -2.77 -1.55 0.11
H -3.47 -0.33 -1.00
H -2.03 1.30 0.45
H -0.15 -1.13 -0.26
H 0.82 0.77 -1.14
H 0.60 1.77 0.42
H 4.89 -1.01 0.49

=====

Arrangement y

15
Properties=species:S:1:pos:R:3 method="wB97M-V/def2-TZVPD" homo_lumo_gap_ev=8.8 smiles="CC(=[N+]=O)C1CC1" spin_multiplicity=1 total_charge=+1 lumo_energy_ha=-0.2210
C -0.42 -2.10 -0.25
C -0.45 -0.66 0.02
N -1.80 -0.10 0.07
O -2.54 0.24 0.90
C 0.65 0.21 -0.21
C 0.44 1.70 -0.53
C 0.94 1.35 0.80
H 0.38 -2.54 0.34
H -0.18 -2.30 -1.30
H -1.36 -2.59 0.00
H 1.52 -0.26 -0.65
H -0.58 2.04 -0.64
H 1.12 2.11 -1.26
H 1.99 1.48 1.03
H 0.29 1.43 1.66

=====

Most stable one: arrangement x, least stable one: arrangement w.

=====

Arrangement w

13
Properties=species:S:1:pos:R:3 method="wB97M-V/def2-TZVPD" homo_lumo_gap_ev=9.6 smiles="C=C(C)O.S" spin_multiplicity=1 total_charge=0 lumo_energy_ha=0.0221
C 1.70 -0.87 1.11
C 0.82 -0.03 0.59
C 1.06 0.77 -0.66
O -0.40 0.17 1.19
H 2.70 -0.93 0.71
H 1.43 -1.45 1.98
H 2.11 1.02 -0.78
H 0.74 0.21 -1.54
H 0.48 1.69 -0.64
H -1.09 0.04 0.52
S -3.36 0.39 -0.80
H -2.57 -0.31 -1.63
H -3.62 -0.69 -0.05

=====

Arrangement x

13
Properties=species:S:1:pos:R:3 method="wB97M-V/def2-TZVPD" homo_lumo_gap_ev=8.0 smiles="CC=[S@H](C)=O" spin_multiplicity=1 total_charge=0 lumo_energy_ha=0.0073
C 1.96 0.85 -0.13
C 1.15 -0.36 0.15
S -0.76 0.24 0.38
C -1.74 -1.11 -0.35
O -1.00 1.41 -0.44
H 2.67 0.58 -0.92
H 1.31 1.62 -0.55
H 2.52 1.27 0.71
H 1.37 -0.83 1.11
H -1.70 0.40 1.49
H -1.20 -1.48 -1.21
H -1.87 -1.90 0.39
H -2.70 -0.69 -0.64

=====

Most stable one: arrangement w, least stable one: arrangement x.